Record 1
DFT (ωB97M-V/def2-TZVPD) results for a molecular structure, C2H3IN2O at a distorted geometry.

Geometry as XYZ:
```
9
Properties=species:S:1:pos:R:3:mulliken_charge:R:1
C -0.433 -0.095 0.539 -0.14
C 0.361 0.147 -1.526 -0.17
N -0.707 -1.309 -0.194 -0.16
N -0.349 -1.148 -1.355 -0.14
O 0.522 0.631 -0.229 -0.32
I -1.219 1.109 -2.810 -0.03
H -1.406 0.521 0.762 0.23
H 0.043 -0.181 1.479 0.24
H 1.159 0.289 -2.159 0.50
```

Calculated values
Orbital gap (Ha): 0.345
2S+1: 1
Energy above the lowest of the compared OMol25 structures with the same formula, charge and spin (kJ/mol): 177.2
Lowest unoccupied orbital energy (eV): -0.306

Record 2
DFT (ωB97M-V/def2-TZVPD) results for 2 unconnected molecules or ions with the total composition C2H3IN2O2 at a distorted geometry.

Geometry as XYZ:
```
10
Properties=species:S:1:pos:R:3:mulliken_charge:R:1
C 0.898 -0.445 0.206 -0.28
C 1.076 0.150 -1.162 -0.38
N -2.592 -0.243 0.377 0.89
N -2.003 -0.368 1.321 -0.41
O -3.261 -0.167 -0.571 -0.49
O 1.948 0.467 0.143 -0.24
I -0.203 1.888 -1.514 -0.08
H 0.195 0.020 0.926 0.40
H 1.032 -1.610 0.178 0.21
H 2.910 0.310 0.098 0.37
```

Calculated values
Orbital gap (Ha): 0.311
2S+1: 1
Energy above the lowest of the compared OMol25 structures with the same formula, charge and spin (kJ/mol): 652.0
Lowest unoccupied orbital energy (eV): 0.179

Record 3
DFT (ωB97M-V/def2-TZVPD) results for 2 unconnected molecules or ions with the total composition C2H3INO2 at a distorted geometry.

Geometry as XYZ:
```
9
Properties=species:S:1:pos:R:3:mulliken_charge:R:1
C 1.499 -0.875 -0.154 0.37
C -1.204 0.141 0.131 -0.67
N 0.055 0.652 -0.141 0.26
O 1.094 -1.942 -0.052 -0.18
O 0.472 1.801 -0.110 -0.25
I 3.249 0.171 -0.057 0.46
H -1.853 0.574 0.884 0.36
H -1.268 -0.922 0.226 0.31
H -2.045 0.399 -0.726 0.33
```

Calculated values
Orbital gap (alpha / beta) (Ha): 0.319 / 0.319
2S+1: 1
Energy above the lowest of the compared OMol25 structures with the same formula, charge and spin (kJ/mol): 167.6
Lowest unoccupied orbital energy (alpha / beta) (eV): -6.630 / -6.632
Net charge: +1

Record 4
DFT (ωB97M-V/def2-TZVPD) results for a gas-phase ion, C2H3INOS (charge +1) at a distorted geometry.

Geometry as XYZ:
```
9
Properties=species:S:1:pos:R:3:mulliken_charge:R:1
C -0.311 -0.036 0.542 0.58
C 0.778 0.472 0.435 -0.48
N -1.611 -0.594 0.411 -0.36
O 2.915 -0.498 -0.489 -0.38
S 2.493 0.762 0.032 0.27
I 1.685 1.919 -1.938 0.11
H -2.217 0.116 0.824 0.41
H -1.952 -1.624 0.770 0.44
H -1.780 -0.518 -0.587 0.41
```

Calculated values
Orbital gap (Ha): 0.321
2S+1: 1
Energy above the lowest of the compared OMol25 structures with the same formula, charge and spin (kJ/mol): 103.3
Lowest unoccupied orbital energy (eV): -4.720
Net charge: +1

Record 5
DFT (ωB97M-V/def2-TZVPD) results for a molecular structure, C2H3IO3 at a distorted geometry.

Geometry as XYZ:
```
9
Properties=species:S:1:pos:R:3:mulliken_charge:R:1
C 0.001 0.095 0.330 0.92
C -1.459 -0.171 0.086 -0.87
O 0.794 -0.850 -0.151 -0.59
O 0.485 0.962 0.967 -0.54
O 2.905 0.809 -1.343 -0.60
I 2.739 -0.304 0.029 0.85
H -1.662 -1.297 -0.020 0.27
H -2.185 0.262 0.826 0.31
H -1.619 0.494 -0.725 0.26
```

Calculated values
Orbital gap (Ha): 0.298
2S+1: 1
Energy above the lowest of the compared OMol25 structures with the same formula, charge and spin (kJ/mol): 48.2
Lowest unoccupied orbital energy (eV): -0.982

Record 6
DFT (ωB97M-V/def2-TZVPD) results for 2 unconnected molecules or ions with the total composition C2H3IOS at a distorted geometry.

Geometry as XYZ:
```
8
Properties=species:S:1:pos:R:3:mulliken_charge:R:1
C -0.837 0.211 0.186 0.00
C 0.521 -0.190 0.008 0.00
O 1.256 -0.258 1.251 -0.46
S -1.944 0.998 0.909 -0.19
I -1.336 -0.514 -3.243 -0.18
H 0.949 0.607 -0.592 0.29
H 0.569 -1.226 -0.335 0.26
H 0.822 0.372 1.815 0.28
```

Calculated values
Orbital gap (alpha / beta) (Ha): 0.301 / 0.189
2S+1: 1
Energy above the lowest of the compared OMol25 structures with the same formula, charge and spin (kJ/mol): 283.0
Lowest unoccupied orbital energy (alpha / beta) (eV): -1.210 / -2.838

Record 7
DFT (ωB97M-V/def2-TZVPD) results for 2 unconnected molecules or ions with the total composition C2H3IOS.

Geometry as XYZ:
```
8
Properties=species:S:1:pos:R:3:mulliken_charge:R:1
O 0.697 -1.286 -0.825 -0.43
C 0.980 -1.339 0.511 0.20
C 0.526 -0.555 1.448 0.03
S -0.022 0.352 2.599 -0.33
H 0.110 -0.545 -1.008 0.21
H 1.672 -2.133 0.752 0.30
I -1.274 2.438 -1.626 -0.08
H -2.689 3.068 -1.851 0.10
```

Calculated values
Orbital gap (Ha): 0.276
2S+1: 1
Energy above the lowest of the compared OMol25 structures with the same formula, charge and spin (kJ/mol): 194.5
Lowest unoccupied orbital energy (eV): -0.573

Record 8
DFT (ωB97M-V/def2-TZVPD) results for a molecular structure, C2H3InO3 at a distorted geometry.

Geometry as XYZ:
```
9
Properties=species:S:1:pos:R:3:mulliken_charge:R:1
O -1.963 0.042 4.032 -0.05
C -1.408 -0.235 3.070 0.81
O -0.914 -0.673 2.103 -0.48
C 0.854 0.406 -1.954 -0.44
O 0.679 -0.640 -1.065 -0.27
In 0.044 -1.055 0.477 1.62
H 1.909 0.498 -2.274 0.27
H 0.247 0.265 -2.869 0.29
H 0.550 1.391 -1.521 0.26
```

Calculated values
Orbital gap (Ha): 0.265
2S+1: 1
Lowest unoccupied orbital energy (eV): -13.092
Net charge: +2

Record 9
DFT (ωB97M-V/def2-TZVPD) results for a molecular structure, C2H3KMgO2 at a distorted geometry.

Geometry as XYZ:
```
9
Properties=species:S:1:pos:R:3:mulliken_spin:R:1
H -3.690 1.097 -1.092 0.96
O -1.923 0.541 0.072 0.35
C -0.811 0.016 -0.171 0.05
C 0.401 0.423 0.419 0.48
O 1.509 -0.278 0.277 0.14
K 1.546 -2.662 -0.559 0.01
Mg 3.292 0.334 0.949 -1.01
H -0.748 -0.807 -0.922 -0.01
H 0.424 1.336 1.028 0.02
```

Calculated values
Orbital gap (alpha / beta) (Ha): 0.213 / 0.271
2S+1: 2
Energy above the lowest of the compared OMol25 structures with the same formula, charge and spin (kJ/mol): 371.1
Lowest unoccupied orbital energy (alpha / beta) (eV): -5.339 / -4.284
Net charge: +1

Record 10
DFT (ωB97M-V/def2-TZVPD) results for a molecular structure, C2H3KO2 at a distorted geometry.

Geometry as XYZ:
```
8
Properties=species:S:1:pos:R:3:mulliken_spin:R:1
O 2.741 -0.429 -0.083 0.01
C 1.725 0.046 -0.384 0.04
K -1.865 1.328 -0.993 0.00
O 0.521 0.064 -0.218 -0.03
C -1.129 -1.648 0.010 0.96
H -0.662 -2.584 0.292 0.01
H -1.109 -2.092 -0.998 0.01
H -1.163 -1.449 1.091 0.00
```

Calculated values
Orbital gap (alpha / beta) (Ha): 0.302 / 0.395
2S+1: 2
Energy above the lowest of the compared OMol25 structures with the same formula, charge and spin (kJ/mol): 29.9
Lowest unoccupied orbital energy (alpha / beta) (eV): -4.186 / -4.470
Net charge: +1

Record 11
DFT (ωB97M-V/def2-TZVPD) results for a single C2H3N molecule at a distorted geometry.

Geometry as XYZ:
```
6
Properties=species:S:1:pos:R:3:mulliken_charge:R:1
C 0.454 -0.124 -0.039 -0.83
C -0.927 0.387 0.162 0.38
N -2.050 0.838 0.073 -0.38
H 1.281 0.491 -0.237 0.31
H 0.845 -0.613 0.811 0.28
H 0.397 -0.979 -0.771 0.24
```

Calculated values
Orbital gap (Ha): 0.450
2S+1: 1
Energy above the lowest of the compared OMol25 structures with the same formula, charge and spin (kJ/mol): 59.0
Lowest unoccupied orbital energy (eV): 0.731

Record 12
DFT (ωB97M-V/def2-TZVPD) results for 2 unconnected molecules or ions with the total composition C2H3N2O at a distorted geometry.

Geometry as XYZ:
```
8
Properties=species:S:1:pos:R:3:mulliken_charge:R:1
C -0.435 -0.681 -0.681 0.35
C 0.718 0.077 0.924 -0.84
N -1.108 1.629 -1.185 -0.06
N -0.912 0.543 -1.043 0.53
O -0.465 -1.764 -1.024 -0.13
H 1.299 -0.923 0.897 0.35
H -0.107 0.166 1.608 0.39
H 1.011 0.953 0.504 0.42
```

Calculated values
Orbital gap (Ha): 0.303
2S+1: 1
Energy above the lowest of the compared OMol25 structures with the same formula, charge and spin (kJ/mol): 461.2
Lowest unoccupied orbital energy (eV): -7.768
Net charge: +1